No. 1
C20H19N5O2S | ωB97M-V with the def2-TZVPD basis set

Geometry as XYZ:
```
47
Properties=species:S:1:pos:R:3:forces:R:3:mulliken_charge:R:1
O 3.5870 0.6181 0.3385 -1.103 1.549 0.889 -0.495
O -1.4625 -1.2608 -2.2706 -0.701 2.284 1.296 -0.658
N -2.6391 -5.0773 0.8565 -3.360 -3.319 0.398 -0.507
N -1.5958 -4.6776 1.3321 4.978 0.682 -0.574 -0.492
N -3.4720 -4.1151 0.5060 -0.260 1.922 -0.122 -0.309
S -3.6224 -1.4031 0.5648 0.472 -0.311 -0.587 -0.139
C 3.4765 -0.5606 0.5506 2.184 0.209 -2.542 0.602
C -2.1641 -0.4420 -1.6167 3.280 -0.829 -1.685 0.826
C -2.7951 -2.9986 0.7004 0.202 0.461 -1.336 0.442
C 2.1066 3.5844 -0.1825 -1.577 0.712 -2.088 -0.671
C 1.3108 4.3027 0.7001 0.353 -0.145 2.347 -0.596
C 0.9655 -0.6083 0.9405 0.203 1.760 -0.073 -0.073
C 2.1734 -2.6340 0.6912 -2.223 -1.020 0.420 -0.597
C -0.2566 -1.2138 1.1170 0.160 -2.299 -0.518 -0.342
C 0.9418 -3.3535 0.7078 -0.204 0.547 -0.010 -0.985
C 1.4769 2.7020 -1.0827 0.369 0.291 0.999 -0.528
C -0.0105 3.9026 1.0648 3.288 -1.401 -4.081 -0.799
C 2.1913 -1.2480 0.7781 0.006 -1.992 0.133 -0.026
C -0.2615 -2.6569 0.9336 0.598 1.306 0.954 0.730
C 0.1107 2.3720 -0.8676 2.203 0.453 -0.542 0.388
C -0.5861 2.9296 0.2221 2.190 0.979 0.140 1.212
N -1.4974 -3.3568 1.0576 -1.888 1.341 0.575 0.652
N -1.6721 0.8484 -1.2613 -2.244 -3.185 -0.835 0.375
C 4.7632 -1.3035 0.0993 -1.949 -3.625 0.952 -1.214
C -3.5029 -1.0017 -1.2735 0.067 -0.264 1.444 -1.250
C -0.4000 1.2848 -1.7778 0.603 -0.951 1.156 -1.132
C -1.8722 2.4165 0.5742 -2.033 -0.766 0.345 -0.873
C -2.5351 1.7909 -0.5995 -0.185 1.707 -1.089 -0.977
H 3.1097 3.9079 -0.4300 0.117 -0.133 0.455 0.437
H 1.8660 5.0371 1.3207 -0.703 -0.372 -0.306 0.285
H 1.0543 0.4726 0.8758 -0.333 0.127 0.364 0.615
H 3.0061 -3.2974 0.6843 0.820 0.166 -0.327 0.261
H -1.2024 -0.6822 1.3186 0.869 -0.270 -0.216 0.238
H 0.9588 -4.4470 0.5243 -0.205 0.920 0.361 0.417
H 2.1660 2.2827 -1.8648 -1.309 0.020 0.673 0.311
H -0.3786 4.0769 2.0033 -1.325 1.108 1.923 0.495
H 5.6822 -0.9236 0.4013 1.204 1.316 0.973 0.421
H 4.7413 -2.3671 0.4406 0.264 0.683 0.075 0.291
H 4.8745 -1.4668 -0.9592 -0.683 0.566 -0.715 0.318
H -3.6402 -1.9537 -1.7938 0.130 0.429 -0.006 0.457
H -4.2687 -0.3009 -1.5376 -0.836 0.218 0.248 0.569
H -0.4320 1.5959 -2.8108 -0.271 0.256 -0.471 0.410
H 0.3295 0.4182 -1.7480 -0.946 0.842 0.027 0.413
H -2.5567 3.1543 0.9859 0.102 0.257 0.103 0.443
H -1.8156 1.6278 1.2816 0.397 -0.719 1.236 0.285
H -2.8103 2.6751 -1.2250 0.048 -0.830 -0.380 0.219
H -3.4421 1.3499 -0.2701 -0.770 -0.679 0.019 0.549
```
Forces are in eV/Å.

Properties
* largest force on an atom: 5.4 eV/A
* E_HOMO: -9.01 eV
* relative energy (zero: lowest compared OMol25 entry of this formula, charge and spin): 410.5 kJ/mol
* structure (SMILES): CC(=O)c1ccc(-n2nnnc2SCC(=O)N2CCc3ccccc3C2)cc1

***

No. 2
C20H19NO2 | ωB97M-V with the def2-TZVPD basis set

Geometry as XYZ:
```
42
Properties=species:S:1:pos:R:3:forces:R:3:mulliken_charge:R:1
C -3.2858 -0.3370 2.6660 0.228 -0.282 0.433 -1.190
C -1.9330 -0.0927 2.0355 -0.823 0.610 -0.962 -0.183
O -0.8927 -0.5849 2.8358 0.918 -0.121 0.584 -0.307
C 0.3063 -0.1487 2.3434 1.391 0.521 -0.623 0.452
C 1.4788 -0.6007 3.0485 -4.058 -1.273 2.099 -0.433
C 2.7084 -0.2409 2.7516 6.687 2.227 -1.813 0.394
N 3.8300 0.1011 2.5091 -3.062 -1.074 0.827 -0.655
O 0.3913 0.5698 1.3569 -0.460 -0.254 0.337 -0.643
H -4.1113 -0.1015 1.9915 0.209 0.026 -0.059 0.374
H -3.3743 -1.3794 2.9748 -0.078 -0.076 -0.109 0.305
H -3.4006 0.2611 3.5690 -0.031 0.110 0.047 0.270
H -1.8358 -0.5808 1.0568 -0.286 0.203 0.060 0.303
H -1.7335 0.9775 1.8860 -0.401 -0.245 -0.164 0.328
H 1.3289 -1.2420 3.9010 -0.017 -0.410 -0.021 0.419
C 0.1927 0.9208 6.8372 0.957 -0.766 -0.016 -0.323
C -0.8947 0.9999 7.7594 -0.652 -0.021 0.558 0.927
C -1.7587 2.1084 7.7423 0.338 -0.217 -0.100 -0.542
C -2.7511 2.2441 8.6867 -0.139 0.069 0.149 -0.559
C -2.9139 1.2849 9.6735 -0.159 0.154 -0.008 -0.360
C -2.0717 0.1902 9.7170 0.144 -0.260 0.068 -0.714
C -1.0782 0.0426 8.7747 0.039 0.249 -0.196 -0.366
C 1.0970 -0.1189 6.7656 -1.127 0.441 0.376 0.145
C 2.2929 -0.0499 6.0839 0.245 -0.282 -1.076 -0.660
C 3.2154 -1.1435 5.9857 0.206 -0.097 0.091 0.654
C 4.5718 -0.9126 5.6978 -0.344 0.350 -0.091 -0.333
C 5.4776 -1.9465 5.6852 0.177 -0.163 0.058 -0.640
C 5.0567 -3.2432 5.9277 0.167 0.161 0.050 -0.295
C 3.7191 -3.5012 6.1631 -0.329 -0.255 0.060 -0.808
C 2.8067 -2.4750 6.1943 -0.081 0.322 -0.039 -0.210
H 0.3497 1.7592 6.1855 0.084 0.410 -0.224 0.398
H -1.6199 2.8735 6.9970 0.027 0.126 -0.197 0.385
H -3.3862 3.1141 8.6835 -0.122 0.120 -0.087 0.397
H -3.6896 1.3952 10.4165 -0.053 0.050 0.056 0.382
H -2.1722 -0.5379 10.5087 -0.036 -0.077 0.004 0.380
H -0.4068 -0.7925 8.8464 0.112 -0.226 0.035 0.325
H 0.8883 -1.0226 7.3070 -0.064 -0.204 0.212 0.097
H 2.5673 0.9001 5.6593 0.267 0.220 -0.190 0.352
H 4.9015 0.0914 5.4923 0.031 0.204 -0.044 0.367
H 6.5196 -1.7492 5.5011 0.149 0.075 -0.104 0.393
H 5.7688 -4.0507 5.9456 0.134 -0.136 -0.075 0.390
H 3.3839 -4.5140 6.3240 -0.030 -0.114 -0.009 0.384
H 1.7601 -2.6913 6.3300 -0.158 -0.092 0.102 0.402
```
Forces are in eV/Å.

Properties
* largest force on an atom: 7.3 eV/A
* E_HOMO: -6.59 eV
* relative energy (zero: lowest compared OMol25 entry of this formula, charge and spin): 348.0 kJ/mol

***

No. 3
C20H19NO3 | ωB97M-V with the def2-TZVPD basis set

Geometry as XYZ:
```
43
Properties=species:S:1:pos:R:3:forces:R:3:mulliken_charge:R:1
C -2.0789 0.8844 1.3547 -0.435 -0.239 -0.128 -1.073
C -0.7540 1.4261 1.0579 2.255 1.009 -0.385 0.527
C 0.3766 1.0917 1.8686 -1.068 0.181 -1.191 0.492
O 0.3177 0.3641 2.8671 0.228 -0.157 0.604 -0.802
C 1.6866 1.7379 1.4239 -0.057 -0.027 0.348 -0.457
C 1.7092 1.8846 -0.0712 -0.867 0.517 -0.462 -0.485
O 0.5685 2.7029 -0.5231 0.827 0.160 0.232 -0.375
C -0.6252 2.5320 0.1090 -0.472 -1.331 1.097 0.455
O -1.5608 3.2905 -0.1456 0.335 0.185 -0.440 -0.699
H -2.7260 0.9992 0.4773 -0.046 -0.083 0.267 0.330
H -1.9759 -0.1755 1.6252 -0.248 0.300 0.096 0.382
H -2.5465 1.4176 2.1942 -0.373 -0.226 0.230 -0.141
H 1.7660 2.7274 1.9079 0.142 -0.189 -0.159 0.095
H 2.5214 1.1219 1.7617 -0.017 0.027 0.051 0.340
H 2.5949 2.4277 -0.4133 -0.204 -0.053 -0.045 0.337
H 1.6697 0.9064 -0.5774 -0.113 0.269 0.197 0.294
C -1.3419 3.4170 3.9478 0.033 -1.238 0.560 -1.596
C -2.5019 3.6684 3.0878 -0.170 2.118 -1.006 0.259
N -2.6158 4.7211 2.2928 0.547 -2.003 1.257 0.528
C -3.7954 5.0555 1.5755 -0.825 0.799 -0.780 0.543
C -5.0305 4.4323 1.6037 -0.045 0.252 -0.143 -0.601
C -6.0827 5.0523 0.9022 0.533 0.118 0.017 -0.788
C -5.8651 6.2459 0.1875 0.114 -0.206 0.133 -0.635
C -4.6039 6.8538 0.1574 0.126 -0.413 0.247 -0.463
C -3.5652 6.2499 0.8638 -1.175 -0.648 0.112 0.566
C -2.2082 6.6514 1.1134 1.080 0.048 0.466 0.224
C -1.6267 5.7057 1.9921 0.147 1.082 -0.638 0.631
C -0.3210 5.8496 2.4277 0.098 0.081 0.079 -0.419
C 0.4005 6.9752 1.9909 -0.423 -0.118 -0.127 -0.957
C -0.1761 7.9174 1.1264 0.058 -0.226 0.172 -0.661
C -1.4917 7.7626 0.6811 -0.054 -0.469 0.226 -0.448
H -1.6082 2.5300 4.5406 0.334 0.289 -0.041 0.300
H -0.4483 3.1202 3.3753 -0.271 0.041 -0.151 0.172
H -1.0720 4.2371 4.6313 -0.301 -0.053 -0.408 0.543
H -3.3786 3.0231 3.1501 0.276 0.249 -0.110 0.532
H -5.1577 3.5052 2.1596 -0.265 0.206 -0.205 0.345
H -7.0777 4.6071 0.9194 0.326 0.098 -0.039 0.398
H -6.6974 6.7023 -0.3508 0.253 -0.147 0.179 0.374
H -4.3987 7.7781 -0.3816 -0.292 -0.228 0.064 0.407
H 0.1235 5.1212 3.0951 0.134 0.327 -0.233 0.313
H 1.4216 7.1108 2.3441 -0.252 -0.043 -0.150 0.412
H 0.4130 8.7752 0.8015 -0.174 -0.233 0.101 0.384
H -1.9831 8.4689 0.0156 0.302 -0.025 0.108 0.419
```
Forces are in eV/Å.

Properties
* largest force on an atom: 2.5 eV/A
* E_HOMO: -6.21 eV
* relative energy (zero: lowest compared OMol25 entry of this formula, charge and spin): 211.6 kJ/mol

***

No. 4
C20H20AsN3O5S3Ta | ωB97M-V with the def2-TZVPD basis set

Geometry as XYZ:
```
53
Properties=species:S:1:pos:R:3:forces:R:3:mulliken_charge:R:1
Ta -0.9148 0.7026 1.2166 -1.517 -3.332 -0.250 1.540
O -5.4146 2.4828 5.3177 -0.291 0.075 0.323 -0.484
C -4.5042 2.1056 4.4368 0.540 -0.138 -0.663 0.950
C -4.4168 2.6361 3.1389 0.211 -0.137 -0.085 -0.482
C -3.4135 2.1716 2.3112 -0.328 0.378 -0.174 0.174
N -2.5392 1.2578 2.7048 0.826 0.017 -0.796 -0.237
C -2.6016 0.7425 3.9297 -0.060 -0.113 0.408 0.320
C -3.5670 1.1315 4.8307 -0.029 0.042 -0.199 -0.492
C -1.4847 -0.2485 4.1830 -0.343 0.081 0.385 0.294
O -1.3615 -0.8456 5.2247 -0.159 0.050 0.031 -0.691
O -0.6816 -0.3438 3.1677 0.140 0.696 -1.391 -0.617
C -3.1405 2.6441 0.8837 -1.875 0.997 0.996 0.313
O -3.8659 3.4224 0.3282 0.419 -0.328 0.050 -0.580
O -2.0519 2.1144 0.4142 1.596 -0.500 -0.517 -0.638
H -6.0278 3.1487 4.9730 0.166 -0.116 -0.048 0.325
H -5.0912 3.4024 2.7828 -0.044 -0.001 -0.072 0.461
H -3.6076 0.7066 5.8194 0.070 -0.095 0.122 0.597
C 1.8107 -1.2533 4.6710 -0.134 0.143 -0.189 -1.012
As 1.8402 -1.1533 2.7239 0.928 -1.043 0.555 0.987
C 3.7261 -1.4875 2.3097 -0.214 0.096 -0.055 -1.105
C 0.9157 -2.6344 1.8757 -0.083 0.148 -0.001 -1.025
S 1.5649 0.7708 1.8070 -0.369 0.294 -0.284 -0.625
H 2.3137 -2.1777 4.9705 -0.044 0.096 -0.198 0.402
H 0.7865 -1.2401 5.0464 0.117 -0.019 -0.123 0.284
H 2.3665 -0.3997 5.0673 -0.047 -0.077 -0.149 0.352
H 4.0734 -2.4009 2.8014 -0.185 0.131 -0.007 0.405
H 4.3304 -0.6413 2.6465 -0.151 -0.099 -0.005 0.394
H 3.8441 -1.5954 1.2297 -0.069 0.036 0.099 0.365
H 1.5064 -3.5387 2.0235 0.085 0.099 0.114 0.465
H 0.8283 -2.4246 0.8064 0.102 0.018 0.207 0.316
H -0.0850 -2.7562 2.2884 0.159 0.099 0.037 0.304
S -1.7602 -1.2024 0.3712 0.936 2.347 1.018 -0.425
S 2.8703 0.4511 -4.6563 0.074 -0.138 -0.433 -0.198
C 1.7451 0.6807 -3.3557 -0.382 -0.094 0.354 1.086
C 0.4810 0.0963 -3.2428 0.235 0.158 -0.019 -0.714
C -0.2454 0.2852 -2.0862 -0.212 -0.021 -0.046 -0.694
N 0.1849 1.0110 -1.0454 -0.360 -0.015 0.896 -0.050
C 1.3548 1.6494 -1.1947 0.071 0.094 -0.036 -0.395
C 2.1584 1.5071 -2.2994 -0.096 -0.075 -0.217 -1.122
C 1.9982 -0.5151 -5.9032 0.283 0.349 0.470 0.092
C 2.2113 -1.8822 -5.9911 -0.167 0.027 -0.089 -0.062
C 1.6186 -2.5507 -7.0569 0.299 -0.109 0.332 -0.375
N 0.8969 -1.9455 -7.9789 -0.276 -0.323 -0.465 -0.543
C 0.7138 -0.6426 -7.8909 -0.036 0.452 0.107 -0.388
C 1.2422 0.1341 -6.8660 -0.071 -0.192 -0.100 -0.014
H 0.0718 -0.5153 -4.0303 -0.037 -0.066 -0.082 0.454
H -1.2214 -0.1700 -1.9780 0.118 -0.013 -0.005 0.461
H 1.6580 2.3039 -0.3878 0.079 -0.064 -0.041 0.616
H 3.1044 2.0221 -2.3557 0.071 0.111 0.066 0.442
H 2.8203 -2.4085 -5.2717 0.028 0.000 0.048 0.408
H 1.7463 -3.6159 -7.1872 0.063 -0.126 0.093 0.370
H 0.1316 -0.1945 -8.6848 -0.058 0.122 -0.001 0.369
H 1.0830 1.2008 -6.8408 0.017 0.080 0.033 0.420
```
Forces are in eV/Å.

Properties
* largest force on an atom: 3.7 eV/A
* total charge: +1
* E_HOMO: -11.60 eV
* relative energy (zero: lowest compared OMol25 entry of this formula, charge and spin): 90.6 kJ/mol